An isolated ion of composition C6H12 and charge -1 in a non-equilibrium geometry, computed with ωB97M-V/def2-TZVPD.

Atoms and positions in Å:
C: -0.81 2.12 1.15
C: -0.21 1.43 -0.06
C: 0.03 -0.06 0.10
C: 0.33 -0.62 1.31
C: 0.22 -0.75 -1.22
C: 0.45 -2.25 -1.14
H: -1.91 2.08 1.12
H: -0.57 3.20 1.12
H: -0.48 1.74 2.11
H: -0.89 1.53 -0.90
H: 0.79 1.85 -0.30
H: 0.78 0.03 2.07
H: 0.22 -1.66 1.58
H: 1.06 -0.25 -1.77
H: -0.61 -0.54 -1.91
H: -0.38 -2.77 -0.67
H: 1.31 -2.39 -0.48
H: 0.66 -2.67 -2.13

Values from the calculation:
Electronic energy in Ha: -235.7165
Total charge: -1
Maximum force in eV/A: 1.36
2S+1: 2
Frontier orbital gap (alpha / beta) in eV: 3.27 / 8.17
ΔE to the lowest compared entry with this formula, charge and spin in kJ/mol: 46.6

One molecule with the formula C6H12N2O4 in a non-equilibrium geometry, computed with ωB97M-V/def2-TZVPD.

Atoms and positions in Å:
C: -0.35 0.62 -3.17
C: -1.15 0.28 -1.78
N: -1.80 1.48 -1.25
C: -0.29 -0.56 -0.82
O: -0.11 -1.75 -0.92
N: 0.16 0.11 0.23
C: 0.47 -0.64 1.44
C: 2.04 -0.92 1.64
O: 2.67 -1.99 0.96
C: -0.35 0.29 2.47
O: -0.67 1.43 2.28
O: -0.89 -0.32 3.52
H: -0.95 0.64 -4.08
H: 0.26 1.53 -3.04
H: 0.34 -0.10 -3.15
H: -1.99 -0.32 -2.17
H: -1.81 2.18 -1.99
H: -1.22 1.87 -0.39
H: -0.21 1.01 0.36
H: 0.11 -1.68 1.40
H: 2.17 -1.24 2.75
H: 2.64 -0.05 1.25
H: 2.12 -2.26 0.21
H: -1.18 0.40 4.26

Values from the calculation:
Structure (SMILES): C[C@H](N)C(=O)N[C@@H](CO)C(=O)O
Electronic energy in Ha: -646.2439
Maximum force in eV/A: 4.62
Frontier orbital gap in eV: 9.88
ΔE to the lowest compared entry with this formula, charge and spin in kJ/mol: 242.9

A 15-piece molecular cluster, C40H70O50S10 overall in a non-equilibrium geometry, computed with ωB97M-V/def2-TZVPD.

Atoms and positions in Å:
O: -3.81 -7.12 1.54
C: -2.95 -6.54 1.00
O: -2.05 -7.06 0.05
C: -1.20 -6.00 -0.50
C: -1.11 -4.99 0.63
C: -2.50 -5.14 1.28
H: -1.55 -5.65 -1.47
H: -0.21 -6.43 -0.67
H: -1.02 -3.95 0.31
H: -0.28 -5.25 1.29
H: -3.29 -4.49 0.92
H: -2.56 -5.10 2.37
O: -0.96 2.02 -1.40
C: -0.50 0.91 -1.05
O: 0.05 0.10 -1.92
C: 0.44 -1.09 -1.30
C: -0.23 -1.04 0.08
C: -0.24 0.44 0.43
H: 1.50 -1.10 -1.03
H: 0.22 -1.91 -1.98
H: 0.31 -1.66 0.79
H: -1.19 -1.53 -0.09
H: 0.78 0.62 0.77
H: -0.95 0.75 1.19
O: 3.23 0.96 -0.14
C: 3.34 2.04 -0.67
O: 4.36 2.83 -0.45
C: 4.40 4.18 -0.92
C: 3.05 4.15 -1.58
C: 2.53 2.70 -1.77
H: 5.20 4.22 -1.66
H: 4.51 5.00 -0.21
H: 3.22 4.73 -2.49
H: 2.47 4.74 -0.86
H: 2.91 2.38 -2.74
H: 1.46 2.52 -1.81
O: -2.56 -2.19 2.33
C: -1.67 -2.02 3.22
O: -1.47 -0.87 3.82
C: -0.46 -0.84 4.80
C: 0.11 -2.19 4.74
C: -0.74 -3.08 3.83
H: -0.69 -0.60 5.83
H: 0.29 -0.08 4.57
H: 0.10 -2.58 5.76
H: 1.12 -2.16 4.34
H: -1.31 -3.69 4.53
H: -0.31 -3.51 2.93
O: -5.21 -2.88 -0.39
C: -5.33 -1.70 -0.13
O: -5.17 -0.77 -1.12
C: -5.20 0.60 -0.74
C: -5.72 0.54 0.73
C: -5.44 -0.86 1.19
H: -5.87 1.21 -1.35
H: -4.20 0.99 -0.90
H: -6.80 0.69 0.75
H: -5.38 1.36 1.36
H: -6.29 -1.24 1.76
H: -4.56 -1.01 1.81
C: -0.07 2.36 -5.47
C: -0.53 2.62 -6.86
O: 0.28 1.69 -7.63
S: 1.69 1.29 -6.91
O: 2.79 1.96 -7.70
O: 1.69 -0.18 -6.60
O: 1.33 2.32 -5.64
H: -0.51 1.42 -5.16
H: -0.36 3.16 -4.79
H: -0.45 3.62 -7.27
H: -1.56 2.26 -6.90
C: 3.81 -3.30 -4.95
C: 3.68 -4.70 -4.47
O: 3.87 -5.50 -5.58
S: 3.94 -4.66 -7.00
O: 2.62 -4.46 -7.53
O: 4.94 -5.24 -7.91
O: 4.57 -3.40 -6.17
H: 4.37 -2.66 -4.27
H: 2.84 -2.87 -5.19
H: 2.69 -4.91 -4.05
H: 4.36 -5.06 -3.70
C: -6.12 2.10 5.02
C: -4.90 1.30 5.59
O: -5.60 0.06 6.00
S: -7.09 0.30 6.73
O: -6.93 0.63 8.15
O: -7.94 -0.79 6.28
O: -7.20 1.85 5.88
H: -6.25 1.77 3.99
H: -5.87 3.16 5.02
H: -4.41 1.76 6.45
H: -4.04 1.10 4.95
C: 8.53 0.94 -2.47
C: 7.50 2.05 -2.37
O: 6.40 1.75 -3.26
S: 6.52 0.29 -3.95
O: 6.96 0.31 -5.32
O: 5.29 -0.49 -3.60
O: 7.78 -0.16 -2.90
H: 8.88 0.61 -1.49
H: 9.33 1.25 -3.13
H: 7.85 3.08 -2.39
H: 6.97 1.93 -1.43
C: 4.56 -2.25 -0.35
C: 4.14 -2.31 1.18
O: 2.95 -3.04 0.99
S: 2.98 -4.30 -0.06
O: 1.76 -4.37 -0.87
O: 3.53 -5.45 0.65
O: 4.20 -3.49 -0.87
H: 5.63 -2.11 -0.43
H: 3.99 -1.49 -0.90
H: 4.09 -1.39 1.76
H: 4.82 -2.95 1.75
C: -2.22 -2.94 -3.15
C: -2.51 -1.67 -3.99
O: -2.39 -2.13 -5.27
S: -1.04 -3.11 -5.39
O: 0.07 -2.11 -5.29
O: -1.14 -4.03 -6.56
O: -1.38 -3.81 -3.93
H: -3.18 -3.46 -3.12
H: -1.76 -2.72 -2.19
H: -1.75 -0.90 -3.89
H: -3.48 -1.19 -3.98
C: 0.72 4.68 7.66
C: -0.14 5.11 6.40
O: 0.03 4.04 5.42
S: 1.08 2.90 6.00
O: 2.04 2.51 4.96
O: 0.38 1.96 6.83
O: 1.74 4.06 6.95
H: 0.41 4.01 8.46
H: 1.16 5.57 8.10
H: 0.18 5.97 5.82
H: -1.21 5.10 6.62
C: 3.89 -0.12 4.43
C: 4.44 0.32 5.84
O: 5.04 -0.89 6.38
S: 5.22 -2.11 5.20
O: 4.33 -3.29 5.30
O: 6.66 -2.31 5.06
O: 4.68 -1.17 3.97
H: 3.94 0.66 3.67
H: 2.92 -0.60 4.32
H: 3.77 0.73 6.59
H: 5.29 0.97 5.63
C: -1.08 4.43 2.07
C: -2.45 4.76 1.61
O: -3.34 4.07 2.42
S: -2.62 2.74 3.23
O: -3.25 1.54 2.73
O: -2.60 2.92 4.66
O: -1.26 2.99 2.51
H: -0.88 5.05 2.95
H: -0.21 4.51 1.42
H: -2.75 4.44 0.61
H: -2.85 5.77 1.71
C: -6.23 3.88 -3.83
C: -5.70 4.32 -5.17
O: -5.54 3.16 -6.04
S: -4.96 1.95 -5.01
O: -3.66 2.34 -4.42
O: -5.24 0.54 -5.38
O: -6.07 2.43 -3.91
H: -7.26 4.22 -3.76
H: -5.62 4.22 -3.00
H: -4.74 4.84 -5.11
H: -6.43 5.02 -5.59

Values from the calculation:
Electronic energy in Ha: -9309.5087
Maximum force in eV/A: 5.35
Frontier orbital gap in eV: 8.80

A 3-piece molecular cluster, C27H55ClN6O2P overall in a non-equilibrium geometry, computed with ωB97M-V/def2-TZVPD.

Atoms and positions in Å:
C: 3.53 2.32 -1.93
C: 3.09 0.84 -1.74
C: 2.02 0.76 -0.61
C: 0.60 0.89 -1.20
N: 0.18 2.31 -1.26
C: -1.03 2.57 -1.71
N: -1.97 1.69 -2.14
C: -3.02 2.50 -2.44
P: -4.76 2.08 -3.04
C: -5.42 3.52 -4.04
C: -5.74 1.98 -1.43
C: -5.08 2.73 -0.24
N: -2.74 3.77 -2.25
N: -1.47 3.83 -1.79
Cl: -0.76 5.30 -1.40
H: 4.46 2.40 -2.49
H: 2.72 2.83 -2.45
H: 3.72 2.78 -0.95
H: 2.72 0.47 -2.70
H: 3.96 0.23 -1.47
H: 2.08 -0.22 -0.12
H: 2.23 1.59 0.08
H: 0.63 0.53 -2.23
H: -0.16 0.29 -0.70
H: 0.76 3.07 -0.95
H: -5.15 3.34 -5.08
H: -6.51 3.52 -3.97
H: -4.98 4.49 -3.77
H: -6.75 2.35 -1.59
H: -5.70 0.91 -1.19
H: -5.82 2.82 0.56
H: -4.26 2.13 0.16
H: -4.76 3.74 -0.50
H: -3.34 4.57 -2.41
C: -3.09 -1.42 -2.53
C: -2.31 -2.50 -1.75
C: -0.83 -2.50 -2.16
C: -0.57 -3.13 -3.52
C: -1.14 -4.54 -3.55
C: -2.63 -4.59 -3.19
N: -2.95 -3.84 -1.93
O: -2.60 -4.59 -0.93
C: -3.44 -4.03 -4.38
C: -3.08 -6.05 -3.10
C: -2.38 -2.02 -0.30
H: -2.47 -0.58 -2.80
H: -3.55 -1.77 -3.45
H: -3.92 -1.03 -1.93
H: -0.25 -3.04 -1.41
H: -0.45 -1.47 -2.15
H: -1.00 -2.51 -4.31
H: 0.51 -3.17 -3.70
H: -0.99 -4.97 -4.54
H: -0.58 -5.17 -2.85
H: -4.49 -3.87 -4.11
H: -3.43 -4.73 -5.22
H: -3.04 -3.10 -4.78
H: -2.49 -6.62 -2.38
H: -2.95 -6.54 -4.07
H: -4.13 -6.13 -2.82
H: -3.40 -2.06 0.08
H: -2.05 -0.98 -0.24
H: -1.75 -2.60 0.37
C: 3.42 2.84 4.54
C: 2.81 1.42 4.38
C: 2.42 0.84 5.75
C: 3.61 0.37 6.57
C: 4.43 -0.63 5.76
C: 4.88 -0.08 4.41
N: 3.76 0.54 3.63
O: 3.07 -0.42 3.10
C: 6.01 0.95 4.65
C: 5.56 -1.20 3.62
C: 1.51 1.67 3.61
H: 3.01 3.34 5.42
H: 4.50 2.86 4.64
H: 3.19 3.46 3.67
H: 1.74 0.00 5.60
H: 1.86 1.59 6.32
H: 4.22 1.22 6.88
H: 3.25 -0.11 7.49
H: 5.31 -0.94 6.34
H: 3.83 -1.54 5.61
H: 6.24 1.50 3.74
H: 6.93 0.44 4.96
H: 5.80 1.66 5.45
H: 4.91 -2.06 3.48
H: 6.45 -1.55 4.15
H: 5.88 -0.85 2.63
H: 1.72 2.02 2.59
H: 0.93 2.44 4.11
H: 0.89 0.78 3.54

Values from the calculation:
Electronic energy in Ha: -2341.8925
Total charge: +1
Maximum force in eV/A: 2.68
2S+1: 3
Frontier orbital gap (alpha / beta) in eV: 6.83 / 7.60

One molecule with the formula C21H21N3O4 in a non-equilibrium geometry, computed with ωB97M-V/def2-TZVPD.

Atoms and positions in Å:
C: 6.96 1.50 0.98
C: 6.11 1.69 -0.27
O: 4.81 1.12 -0.11
C: 4.70 -0.20 -0.34
O: 5.62 -0.89 -0.69
C: 3.32 -0.69 -0.13
C: 2.30 0.15 0.32
C: 1.02 -0.35 0.49
C: 0.74 -1.69 0.22
N: -0.57 -2.12 0.41
C: -1.06 -3.39 0.41
O: -0.41 -4.39 0.20
C: -2.55 -3.46 0.73
C: -3.45 -2.91 -0.39
C: -3.69 -1.45 -0.31
N: -2.82 -0.50 -0.14
C: -3.58 0.64 -0.15
C: -3.02 1.97 -0.02
C: -3.81 3.04 0.38
C: -3.24 4.29 0.50
C: -1.90 4.48 0.23
C: -1.10 3.42 -0.19
C: 0.36 3.64 -0.49
C: -1.67 2.17 -0.31
N: -4.85 0.38 -0.30
O: -4.93 -0.98 -0.40
C: 1.77 -2.54 -0.21
C: 3.04 -2.03 -0.38
H: 7.91 2.00 0.85
H: 6.45 1.91 1.85
H: 7.13 0.44 1.15
H: 5.93 2.75 -0.46
H: 6.59 1.23 -1.13
H: 2.51 1.18 0.53
H: 0.23 0.29 0.85
H: -1.26 -1.37 0.49
H: -2.78 -4.51 0.88
H: -2.75 -2.93 1.66
H: -4.43 -3.39 -0.35
H: -3.01 -3.14 -1.36
H: -4.85 2.87 0.60
H: -3.85 5.13 0.82
H: -1.46 5.46 0.33
H: 0.79 2.77 -0.99
H: 0.90 3.81 0.44
H: 0.49 4.51 -1.12
H: -1.08 1.33 -0.66
H: 1.56 -3.57 -0.40
H: 3.84 -2.67 -0.71

Values from the calculation:
Structure (SMILES): CCOC(=O)c1ccc(NC(=O)CCc2nc(-c3cccc(C)c3)no2)cc1
Electronic energy in Ha: -1278.1040
Maximum force in eV/A: 1.26
Frontier orbital gap in eV: 8.99
ΔE to the lowest compared entry with this formula, charge and spin in kJ/mol: 163.6

C51H38N4O7P2S2W as an isolated structure in a non-equilibrium geometry, computed with ωB97M-V/def2-TZVPD.

Atoms and positions in Å:
W: -0.62 -1.63 0.13
O: 1.04 -3.98 2.84
C: 0.44 -3.08 2.30
N: 0.92 -2.20 1.33
C: 2.22 -2.36 0.86
O: 3.13 -2.94 1.38
C: 2.37 -1.62 -0.42
C: 3.54 -1.71 -1.15
C: 3.65 -1.03 -2.34
C: 2.58 -0.25 -2.73
C: 1.45 -0.19 -1.95
N: 1.30 -0.90 -0.82
C: -0.99 -2.78 2.60
C: -1.74 -3.69 3.33
C: -3.02 -3.36 3.71
C: -3.46 -2.06 3.45
C: -2.66 -1.22 2.73
N: -1.46 -1.57 2.22
H: 4.33 -2.32 -0.74
H: 4.54 -1.10 -2.95
H: 2.60 0.31 -3.66
H: 0.61 0.41 -2.26
H: -1.29 -4.64 3.57
H: -3.66 -4.06 4.23
H: -4.42 -1.71 3.80
H: -2.95 -0.19 2.56
O: -4.50 -2.80 0.38
C: -3.70 -2.22 -0.32
O: -2.42 -2.22 -0.06
C: -4.10 -1.45 -1.53
C: -5.42 -1.59 -1.96
C: -5.86 -0.98 -3.11
C: -4.97 -0.22 -3.87
C: -3.67 -0.04 -3.44
C: -3.22 -0.64 -2.26
S: -1.57 -0.20 -1.81
H: -6.08 -2.21 -1.37
H: -6.89 -1.09 -3.43
H: -5.29 0.23 -4.80
H: -2.97 0.55 -4.01
C: 1.07 1.96 0.86
P: -0.45 0.87 0.94
C: -0.46 1.01 2.78
C: -1.25 1.92 3.46
C: -1.12 2.07 4.84
C: -0.21 1.31 5.54
C: 0.59 0.39 4.86
C: 0.47 0.25 3.49
C: -1.86 1.92 0.45
C: -3.13 1.32 0.46
C: -4.26 2.06 0.15
C: -4.13 3.40 -0.20
C: -2.88 3.98 -0.27
C: -1.75 3.24 0.05
P: 1.63 2.99 -0.60
C: 1.84 4.62 0.26
C: 0.96 5.08 1.25
C: 1.07 6.36 1.76
C: 2.05 7.22 1.29
C: 2.94 6.78 0.32
C: 2.82 5.50 -0.19
C: 3.42 2.56 -0.71
C: 4.20 2.06 0.33
C: 5.55 1.80 0.13
C: 6.15 2.07 -1.09
C: 5.39 2.61 -2.12
C: 4.04 2.84 -1.93
H: 1.87 1.27 1.13
H: 0.95 2.66 1.69
H: -1.98 2.52 2.92
H: -1.73 2.80 5.35
H: -0.10 1.43 6.61
H: 1.31 -0.21 5.40
H: 1.10 -0.46 2.97
H: -3.21 0.26 0.66
H: -5.23 1.58 0.16
H: -5.01 3.98 -0.45
H: -2.78 5.01 -0.59
H: -0.77 3.68 -0.07
H: 0.19 4.44 1.66
H: 0.37 6.69 2.51
H: 2.13 8.23 1.69
H: 3.72 7.43 -0.04
H: 3.52 5.18 -0.95
H: 3.78 1.89 1.31
H: 6.14 1.40 0.95
H: 7.20 1.86 -1.23
H: 5.86 2.85 -3.07
H: 3.44 3.25 -2.74
O: -1.62 -3.07 -3.76
S: -0.28 -3.00 -3.27
O: 0.64 -2.11 -3.92
N: -0.28 -2.79 -1.62
C: -0.20 -3.98 -1.01
O: -0.54 -4.01 0.18
C: 0.33 -5.06 -1.85
C: 0.81 -6.29 -1.46
C: 1.39 -7.09 -2.43
C: 1.49 -6.67 -3.75
C: 0.99 -5.43 -4.14
C: 0.41 -4.64 -3.17
H: 0.75 -6.60 -0.42
H: 1.80 -8.06 -2.15
H: 1.97 -7.31 -4.48
H: 1.07 -5.08 -5.16

Values from the calculation:
Electronic energy in Ha: -4258.2401
Maximum force in eV/A: 3.96
Frontier orbital gap in eV: 5.85
ΔE to the lowest compared entry with this formula, charge and spin in kJ/mol: 243.0

One molecule with the formula C16H21NO3, computed with ωB97M-V/def2-TZVPD.

Atoms and positions in Å:
C: 3.53 2.15 -0.14
O: 2.38 2.95 -0.23
C: 1.13 2.41 -0.16
C: 0.11 3.34 -0.35
C: -1.23 2.98 -0.31
C: -1.58 1.67 -0.07
C: -3.02 1.24 -0.03
C: -3.43 0.64 1.34
N: -4.23 -0.50 1.01
C: -4.23 -0.86 -0.29
O: -4.81 -1.82 -0.75
C: -3.36 0.14 -1.04
C: -0.57 0.73 0.13
C: 0.78 1.07 0.09
O: 1.78 0.17 0.29
C: 1.48 -1.19 0.56
C: 0.98 -1.95 -0.69
C: 2.14 -2.85 -1.11
C: 2.81 -3.20 0.22
C: 2.79 -1.88 0.97
H: 3.62 1.67 0.84
H: 4.37 2.84 -0.28
H: 3.56 1.39 -0.92
H: 0.40 4.36 -0.54
H: -1.99 3.73 -0.47
H: -3.65 2.12 -0.22
H: -2.54 0.35 1.92
H: -3.99 1.36 1.95
H: -4.71 -1.04 1.71
H: -2.47 -0.38 -1.40
H: -3.90 0.51 -1.91
H: -0.85 -0.29 0.31
H: 0.74 -1.24 1.37
H: 0.69 -1.26 -1.48
H: 0.11 -2.56 -0.44
H: 1.81 -3.73 -1.66
H: 2.84 -2.29 -1.74
H: 3.82 -3.59 0.09
H: 2.21 -3.95 0.75
H: 2.87 -2.00 2.05
H: 3.61 -1.24 0.64

Values from the calculation:
Structure (SMILES): COc1ccc([C@@H]2CNC(=O)C2)cc1OC1CCCC1
Electronic energy in Ha: -902.7641
Maximum force in eV/A: 0.60
Frontier orbital gap in eV: 8.71
ΔE to the lowest compared entry with this formula, charge and spin in kJ/mol: 138.1

What is the formula in the second record? C6H12N2O4